Record 1
10 unconnected molecules or ions with the total composition C16H52N8O10 at a distorted geometry. Source: OMol25; level of theory: ωB97M-V/def2-TZVPD.

Its total charge is 0. As for the SMILES: NC(N)=O.NC(N)=O.NC(N)=O.NC(N)=O.CCO.CCO.CCO.CCO.CCO.CCO. Its spin multiplicity is 1. For the energy, the calculation gives -1831.136908 a.u. As for the largest force on an atom: 8.75 eV/A.

Last columns: bonded neighbours and bond lengths (Å).
Geometry (Å):
1 C -0.08 2.33 0.07  C2 1.544, H4 1.101, H5 1.101, H6 1.066
2 C -0.39 0.83 0.29  C1 1.544, O3 1.403, H7 1.119, H8 1.066
3 O 0.36 0.20 -0.71  C2 1.403, H9 0.986
4 H 0.92 2.73 0.30  C1 1.101
5 H -0.65 2.84 0.86  C1 1.101
6 H -0.51 2.77 -0.80  C1 1.066
7 H -1.51 0.83 0.22  C2 1.119
8 H -0.16 0.49 1.27  C2 1.066
9 H 0.07 -0.74 -0.79  O3 0.986
10 C -2.33 -1.67 -1.92  C11 1.536, H13 1.117, H14 1.081, H15 1.126
11 C -0.92 -2.29 -1.99  C10 1.536, O12 1.419, H16 1.086, H17 1.090
12 O -0.29 -2.25 -0.72  C11 1.419, H18 0.925
13 H -2.47 -0.63 -1.53  C10 1.117
14 H -2.92 -2.38 -1.37  C10 1.081
15 H -2.88 -1.64 -2.90  C10 1.126
16 H -0.35 -1.52 -2.51  C11 1.086
17 H -0.80 -3.20 -2.58  C11 1.090
18 H -0.78 -2.74 -0.12  O12 0.925
19 C -4.04 2.43 1.22  C20 1.524, H22 1.161, H23 1.059, H24 1.063
20 C -4.23 1.31 0.21  C19 1.524, O21 1.413, H25 1.096, H26 1.099
21 O -5.61 1.23 -0.08  C20 1.413, H27 0.976
22 H -3.89 3.45 0.68  C19 1.161
23 H -3.18 2.25 1.80  C19 1.059
24 H -4.88 2.56 1.86  C19 1.063
25 H -3.92 0.31 0.53  C20 1.096
26 H -3.58 1.50 -0.65  C20 1.099
27 H -5.74 0.65 -0.86  O21 0.976
28 C 1.16 -3.79 1.71  C29 1.515, H31 1.125, H32 1.110, H33 1.140
29 C 1.94 -2.48 1.77  C28 1.515, O30 1.427, H34 1.155, H35 1.133
30 O 1.14 -1.53 2.47  C29 1.427, H36 0.994
31 H 0.32 -3.73 0.97  C28 1.125
32 H 0.66 -4.10 2.64  C28 1.110
33 H 1.93 -4.56 1.36  C28 1.140
34 H 2.08 -2.16 0.67  C29 1.155
35 H 2.95 -2.74 2.21  C29 1.133
36 H 1.56 -0.64 2.29  O30 0.994
37 C -0.93 0.76 -4.27  C38 1.538, H40 1.082, H41 1.063, H42 1.047
38 C 0.03 1.22 -5.37  C37 1.538, O39 1.487, H43 1.053, H44 1.108
39 O 0.93 2.32 -4.90  C38 1.487, H45 0.979
40 H -0.49 0.39 -3.35  C37 1.082
41 H -1.53 -0.01 -4.69  C37 1.063
42 H -1.58 1.53 -3.98  C37 1.047
43 H -0.45 1.58 -6.23  C38 1.053
44 H 0.59 0.33 -5.72  C38 1.108
45 H 1.82 1.93 -4.96  O39 0.979
46 C -1.47 1.67 3.53  C47 1.496, H49 1.055, H50 1.119, H51 1.098
47 C -0.72 0.72 4.41  C46 1.496, O48 1.444, H52 1.103, H53 1.118
48 O -1.76 -0.15 4.90  C47 1.444, H54 0.974
49 H -0.83 2.25 2.92  C46 1.055
50 H -2.33 2.18 4.03  C46 1.119
51 H -1.99 1.03 2.81  C46 1.098
52 H -0.27 1.21 5.29  C47 1.103
53 H 0.08 0.11 3.92  C47 1.118
54 H -1.72 -0.50 5.81  O48 0.974
55 C 2.90 2.22 -2.22  O56 1.407, N57 1.321, N58 1.337
56 O 3.46 3.08 -3.18  C55 1.407
57 N 3.59 1.84 -1.17  C55 1.321, H59 0.988, H60 1.025
58 N 1.69 1.68 -2.39  C55 1.337, H61 1.017, H62 0.998
59 H 4.36 2.40 -0.90  N57 0.988
60 H 3.21 1.38 -0.33  N57 1.025
61 H 1.19 1.91 -3.25  N58 1.017
62 H 1.18 1.26 -1.64  N58 0.998
63 C 2.80 1.11 2.09  O64 1.348, N65 1.267, N66 1.321
64 O 2.03 2.15 2.47  C63 1.348
65 N 2.73 0.42 1.03  C63 1.267, H67 1.072, H68 0.984
66 N 3.75 0.62 2.86  C63 1.321, H69 1.022, H70 1.112
67 H 1.81 0.48 0.48  N65 1.072
68 H 3.42 -0.24 0.78  N65 0.984
69 H 3.44 0.96 3.77  N66 1.022
70 H 4.41 -0.26 2.72  N66 1.112
71 C -2.40 -2.29 2.01  O72 1.389, N73 1.291, N74 1.295
72 O -2.05 -3.14 0.97  C71 1.389
73 N -3.57 -2.22 2.56  C71 1.291, H75 1.054, H76 1.014
74 N -1.51 -1.53 2.56  C71 1.295, H77 1.033, H78 1.022
75 H -4.25 -2.97 2.26  N73 1.054
76 H -3.60 -2.10 3.57  N73 1.014
77 H -0.51 -1.66 2.36  N74 1.033
78 H -1.75 -0.94 3.36  N74 1.022
79 C 3.57 -1.34 -2.70  O80 1.345, N81 1.308, N82 1.380
80 O 3.87 -2.60 -3.07  C79 1.345
81 N 4.38 -0.49 -2.10  C79 1.308, H83 1.061, H84 1.095
82 N 2.35 -0.78 -3.02  C79 1.380, H85 1.031, H86 1.058
83 H 5.40 -0.75 -2.03  N81 1.061
84 H 4.09 0.50 -1.74  N81 1.095
85 H 1.63 -1.40 -3.42  N82 1.031
86 H 2.06 0.20 -2.73  N82 1.058


Record 2
10 unconnected molecules or ions with the total composition C16H52O10 at a distorted geometry. Source: OMol25; level of theory: ωB97M-V/def2-TZVPD.

Its total charge is 0. As for the SMILES: CC(C)O.CC(C)O.CC(C)O.CO.CO.CO.CO.CO.CO.CO. Its spin multiplicity is 1. For the energy, the calculation gives -1393.031949 a.u. As for the largest force on an atom: 3.62 eV/A.

Last columns: bonded neighbours and bond lengths (Å).
Geometry (Å):
1 C 4.85 -2.81 0.48  O2 1.415, H3 1.060, H4 1.068, H5 1.087
2 O 3.96 -1.71 0.35  C1 1.415, H6 1.023
3 H 4.33 -3.73 0.48  C1 1.060
4 H 5.52 -2.75 -0.35  C1 1.068
5 H 5.31 -2.75 1.46  C1 1.087
6 H 3.02 -2.11 0.44  O2 1.023
7 C 0.36 -5.13 -1.52  O8 1.408, H9 1.086, H10 1.085, H11 1.085
8 O 0.13 -3.85 -2.06  C7 1.408, H12 0.942
9 H 1.43 -5.32 -1.46  C7 1.086
10 H -0.09 -5.29 -0.54  C7 1.085
11 H 0.05 -5.85 -2.28  C7 1.085
12 H -0.81 -3.79 -2.09  O8 0.942
13 C 1.82 1.38 4.43  O14 1.409, H15 1.109, H16 1.041, H17 1.134
14 O 0.88 1.63 3.42  C13 1.409, H18 0.951
15 H 2.53 2.24 4.43  C13 1.109
16 H 1.39 1.22 5.37  C13 1.041
17 H 2.45 0.45 4.26  C13 1.134
18 H 1.18 1.44 2.53  O14 0.951
19 C 2.05 2.78 -0.17  O20 1.416, H21 1.111, H22 1.120, H23 1.121
20 O 2.34 1.58 0.53  C19 1.416, H24 1.005
21 H 1.91 3.69 0.46  C19 1.111
22 H 2.86 3.00 -0.91  C19 1.120
23 H 1.05 2.63 -0.64  C19 1.121
24 H 3.29 1.68 0.84  O20 1.005
25 C 5.83 1.10 0.24  O26 1.430, H27 1.097, H28 1.140, H29 1.083
26 O 4.84 0.73 1.20  C25 1.430, H30 0.962
27 H 6.73 0.50 0.43  C25 1.097
28 H 5.50 0.90 -0.83  C25 1.140
29 H 6.04 2.14 0.43  C25 1.083
30 H 4.46 -0.08 0.86  O26 0.962
31 C -1.33 -0.37 -3.83  O32 1.412, H33 1.093, H34 1.058, H35 1.085
32 O -1.18 0.49 -2.73  C31 1.412, H36 0.964
33 H -0.61 -0.10 -4.61  C31 1.093
34 H -1.21 -1.37 -3.52  C31 1.058
35 H -2.35 -0.29 -4.19  C31 1.085
36 H -0.31 0.42 -2.33  O32 0.964
37 C -3.13 -3.38 -1.55  O38 1.452, H39 1.104, H40 1.096, H41 1.093
38 O -2.52 -4.58 -1.00  C37 1.452, H42 0.969
39 H -3.75 -2.73 -0.90  C37 1.104
40 H -2.31 -2.73 -1.87  C37 1.096
41 H -3.73 -3.72 -2.40  C37 1.093
42 H -3.18 -5.23 -0.74  O38 0.969
43 C 0.14 -0.90 0.15  C44 1.485, H47 1.045, H48 1.055, H49 1.094
44 C 0.80 -1.76 1.16  C43 1.485, C45 1.527, O46 1.447, H50 1.142
45 C -0.15 -2.35 2.20  C44 1.527, H51 1.107, H52 1.106, H53 1.078
46 O 1.48 -2.84 0.48  C44 1.447, H54 0.986
47 H -0.32 -0.07 0.58  C43 1.045
48 H -0.55 -1.47 -0.41  C43 1.055
49 H 0.96 -0.58 -0.51  C43 1.094
50 H 1.60 -1.16 1.70  C44 1.142
51 H -0.94 -2.97 1.74  C45 1.107
52 H -0.59 -1.52 2.80  C45 1.106
53 H 0.33 -3.06 2.85  C45 1.078
54 H 0.99 -3.00 -0.36  O46 0.986
55 C -0.49 6.09 -3.34  C56 1.501, H59 1.106, H60 1.118, H61 1.081
56 C -1.22 5.41 -2.22  C55 1.501, C57 1.540, O58 1.475, H62 1.111
57 C -1.46 3.91 -2.50  C56 1.540, H63 1.077, H64 1.095, H65 1.085
58 O -0.36 5.62 -1.04  C56 1.475, H66 0.915
59 H 0.52 5.65 -3.44  C55 1.106
60 H -0.43 7.18 -3.10  C55 1.118
61 H -0.90 5.96 -4.33  C55 1.081
62 H -2.20 5.88 -2.00  C56 1.111
63 H -1.67 3.29 -1.64  C57 1.077
64 H -0.53 3.42 -2.81  C57 1.095
65 H -2.26 3.69 -3.19  C57 1.085
66 H -0.63 5.02 -0.41  O58 0.915
67 C -4.14 -0.22 3.61  C68 1.526, H71 1.067, H72 1.096, H73 1.094
68 C -4.62 -0.19 2.17  C67 1.526, C69 1.489, O70 1.506, H74 1.097
69 C -4.41 1.01 1.32  C68 1.489, H75 1.061, H76 1.102, H77 1.107
70 O -3.96 -1.29 1.36  C68 1.506, H78 0.985
71 H -3.08 -0.11 3.67  C67 1.067
72 H -4.50 -1.13 4.09  C67 1.096
73 H -4.61 0.65 4.08  C67 1.094
74 H -5.68 -0.48 2.15  C68 1.097
75 H -3.65 1.62 1.74  C69 1.061
76 H -5.37 1.53 1.13  C69 1.102
77 H -4.00 0.83 0.31  C69 1.107
78 H -3.66 -2.04 1.93  O70 0.985